The following is a DFT calculation (ωB97M-V with the def2-TZVPD basis set) of a molecular structure, C7H8HgO4 at a distorted geometry.

```
! RIJCOSX wB97M-V def2-TZVPD def2/J DEFGRID3
* xyz 2 1
C -2.8506 0.8113 -0.3820
C -1.5187 -0.1248 0.0016
O -1.5871 -1.4127 -0.7059
C -0.2104 0.7972 -0.3523
C 1.2387 0.1123 -0.0076
C 1.9348 -0.0681 1.2989
C 3.3477 -0.7761 0.8429
O 4.3888 -0.6832 1.6817
O 3.2140 -1.3810 -0.4967
C 2.2352 -0.4884 -1.1984
O 2.1549 -0.2098 -2.5109
H -3.3331 0.4522 -1.3892
H -3.5953 0.9050 0.5156
H -2.4526 1.9156 -0.5923
H -1.6373 -0.3719 1.1589
H -2.1321 -1.3604 -1.5463
H -0.3141 1.1051 -1.4971
H -0.2933 1.7699 0.3346
H 1.5250 0.2773 2.3390
Hg -0.1147 -1.2694 2.5057
*
```

## Properties
molecular weight = 356.73 g/mol
Kohn-Sham gap = 5.17 eV
max |F| = 10.467 eV/A

***

The following is a DFT calculation (ωB97M-V with the def2-TZVPD basis set) of 11 unconnected molecules or ions with the total composition C25H65F4N10O19S4 at a distorted geometry.

```
! RIJCOSX wB97M-V def2-TZVPD def2/J DEFGRID3
* xyz 5 1
N 9.8010 -0.7178 6.3758
S 8.3742 -1.0979 5.9702
O 7.3552 -0.6385 6.8735
O 8.1375 -2.2755 5.1773
F 8.2965 0.0382 4.8634
S 10.0356 -2.1433 7.3244
O 10.9152 -3.2502 6.9090
O 8.9811 -2.6080 8.1787
F 11.0509 -1.4599 8.4013
N 1.0327 2.0283 0.9253
S -0.3761 1.7430 0.4085
O -1.4043 1.6161 1.4818
O -0.6343 1.2294 -0.9498
F -0.6661 3.2533 0.0786
S 1.3866 0.3992 1.0486
O 2.1618 -0.1744 -0.0709
O 0.6065 -0.5872 1.8267
F 2.6087 0.6315 2.1439
C 5.8110 -4.4983 -4.2667
C 7.1983 -5.0316 -3.8486
O 7.3770 -5.7849 -2.9269
N 8.2323 -4.7360 -4.9394
H 7.7039 -4.5426 -5.7782
H 8.8573 -3.9832 -4.6890
C 9.1602 -5.9118 -5.2015
H 5.3708 -5.2375 -4.9360
H 5.8535 -3.5190 -4.7433
H 5.0738 -4.4611 -3.4646
H 9.6780 -5.9038 -6.1606
H 8.5170 -6.7917 -5.2172
H 9.8477 -5.9232 -4.3557
C -0.2725 -9.9750 2.7664
C -1.5891 -9.5093 2.1672
O -2.2392 -10.1052 1.3166
N -2.1395 -8.1005 2.6137
H -3.1167 -7.9041 2.4504
H -2.0568 -8.1087 3.6203
C -1.2843 -6.9781 2.0987
H -0.4216 -10.0058 3.8457
H 0.5817 -9.3441 2.5205
H 0.0307 -10.9257 2.3277
H -1.6796 -6.0655 2.5448
H -1.3534 -6.8343 1.0204
H -0.2246 -7.1450 2.2917
C 2.3622 3.9824 7.1755
C 1.1755 3.8564 6.2854
O 0.4003 2.8742 6.4148
N 1.1824 4.6810 4.9901
H 2.0761 5.1326 4.8581
H 1.0995 4.2682 4.0720
C 0.1774 5.8751 5.0706
H 2.6913 2.9688 7.4041
H 2.0746 4.5421 8.0655
H 3.2859 4.4226 6.7999
H -0.7893 5.4039 5.2479
H 0.0884 6.4703 4.1618
H 0.4195 6.4867 5.9398
C -4.9472 -0.9893 5.8454
C -6.2090 -1.1906 6.5778
O -6.2492 -1.2547 7.7785
N -7.3579 -1.7292 5.7071
H -8.1451 -1.0991 5.6497
H -7.1495 -1.8218 4.7232
C -7.9267 -3.0534 6.2666
H -4.1615 -1.4071 6.4750
H -4.6785 0.0671 5.8403
H -4.9331 -1.5453 4.9080
H -8.6622 -3.3596 5.5227
H -8.4451 -3.0088 7.2244
H -7.1507 -3.7944 6.4587
C -6.8895 6.7319 1.4275
C -7.5656 5.3259 1.2076
O -6.9761 4.4890 0.5669
N -9.0744 5.2293 1.5878
H -9.5340 6.0674 1.2614
H -9.3685 4.4789 0.9790
C -9.0709 4.8310 3.0516
H -6.9303 7.0810 2.4593
H -7.2523 7.4968 0.7409
H -5.8545 6.5129 1.1651
H -10.0772 4.4770 3.2756
H -8.8085 5.6470 3.7250
H -8.3863 3.9829 3.0586
C 0.4066 3.8247 -6.9348
C 1.8168 4.0387 -7.4586
O 2.5276 4.8982 -7.0589
N 2.3880 2.9088 -8.4615
H 2.0888 3.1756 -9.3886
H 3.3816 3.0331 -8.3293
C 2.0396 1.4848 -8.0741
H -0.1650 3.6697 -7.8499
H 0.0099 4.7298 -6.4748
H 0.2448 2.9237 -6.3432
H 2.7588 0.8945 -8.6419
H 1.0379 1.2231 -8.4149
H 2.1278 1.2647 -7.0102
C 6.6456 2.6406 -1.5579
C 5.3991 3.3901 -1.9803
O 4.7323 3.1104 -3.0287
N 4.7215 4.2972 -0.9421
H 3.8641 3.8687 -0.6237
H 5.3026 4.1909 -0.1229
C 4.4026 5.7482 -1.3188
H 6.7826 2.6073 -0.4770
H 7.5857 3.0787 -1.8932
H 6.5430 1.6197 -1.9259
H 4.0014 5.9891 -2.3032
H 5.2492 6.3556 -0.9989
H 3.6149 5.9080 -0.5825
C -6.2721 -2.0669 -5.7051
C -5.8607 -0.5978 -5.3192
O -5.4004 -0.3118 -4.1847
N -6.1936 0.4750 -6.3458
H -5.4414 0.6174 -7.0046
H -6.9166 0.0588 -6.9151
C -6.6582 1.8749 -5.8097
H -5.6723 -2.3282 -6.5769
H -7.3576 -2.1648 -5.7214
H -5.8653 -2.6921 -4.9103
H -7.6463 1.6396 -5.4144
H -6.8176 2.6504 -6.5590
H -6.0449 2.1529 -4.9525
O 0.2712 -2.8777 -4.7253
C -0.6645 -3.7168 -5.1508
O -1.0094 -4.5448 -4.3784
O -1.1363 -3.6481 -6.3009
H 0.1604 -3.1833 -3.8221
*
```

## Properties
molecular weight = 1014.11 g/mol
Kohn-Sham gap = 2.99 eV
max |F| = 9.583 eV/A

***

The following is a DFT calculation (ωB97M-V with the def2-TZVPD basis set) of a single CH4N2O2 molecule at a distorted geometry.

```
! RIJCOSX wB97M-V def2-TZVPD def2/J DEFGRID3
* xyz 0 1
N -0.1282 0.6759 -0.1147
C 0.1706 -0.6584 0.0169
N -0.9592 -1.6444 -0.9531
O -1.7249 -0.9748 -1.5964
O -0.8873 -2.8344 -0.8577
H -0.9458 0.9836 0.3878
H -0.1239 1.0064 -1.0711
H 1.1011 -0.9445 -0.4667
H 0.0717 -1.0703 1.0105
*
```

## Properties
molecular weight = 76.05 g/mol
SMILES = NC[N+](=O)[O-]
Kohn-Sham gap = 10.48 eV
max |F| = 3.184 eV/A

***

The following is a DFT calculation (ωB97M-V with the def2-TZVPD basis set) of a molecular structure, C11H10Cl2NO2S2 at a distorted geometry.

```
! RIJCOSX wB97M-V def2-TZVPD def2/J DEFGRID3
* xyz -1 1
C -3.7311 1.7075 2.2028
C -3.7221 0.2640 1.6538
C -2.2432 -0.1427 1.4959
N -1.4557 0.9693 2.0184
C -0.0945 0.9239 1.8996
S 0.7418 -0.5334 1.9355
S 1.0662 2.1745 1.6921
C -2.2562 2.1794 2.2282
H -4.3725 2.3587 1.5871
H -4.1312 1.7087 3.2245
H -4.2125 -0.4268 2.3568
H -4.2500 0.2039 0.6899
H -1.9919 -1.0584 2.0530
H -1.9935 -0.3533 0.4407
H -2.0627 2.9403 1.4582
H -1.9921 2.6570 3.1843
Cl 5.8435 0.0343 -2.9668
C 4.3137 -0.7042 -2.7474
C 3.7434 -1.3918 -3.7590
C 2.4534 -2.0775 -3.6183
O 1.9373 -2.7318 -4.5196
C 1.7969 -1.8789 -2.2615
Cl 0.3534 -2.7701 -2.0561
C 2.2964 -1.0683 -1.2884
C 3.6713 -0.5323 -1.3893
O 4.3071 -0.0696 -0.4327
H 4.2290 -1.4561 -4.7336
H 1.7558 -0.9265 -0.3482
*
```

## Properties
molecular weight = 323.25 g/mol
Kohn-Sham gap = 3.12 eV
max |F| = 2.868 eV/A

***

The following is a DFT calculation (ωB97M-V with the def2-TZVPD basis set) of a single C5H13NO molecule.

```
! RIJCOSX wB97M-V def2-TZVPD def2/J DEFGRID3
* xyz 0 1
C -1.4913 0.9516 -0.4791
C -0.8892 -0.0959 0.4677
C -1.3679 -1.4996 0.1027
C 0.6406 -0.0025 0.5797
N 1.0152 1.3772 0.9163
C 1.2998 -0.4581 -0.7286
O 2.6542 -0.1054 -0.8900
H -1.4233 1.9602 -0.0762
H -2.5297 0.6814 -0.6808
H -1.0071 0.9985 -1.4335
H -1.2941 0.1654 1.4455
H -0.7609 -2.2714 0.5941
H -1.2262 -1.7066 -0.9582
H -2.3910 -1.6540 0.4149
H 0.9726 -0.6501 1.3940
H 1.5500 1.4597 1.7656
H 1.4454 1.9161 0.1805
H 1.2554 -1.5496 -0.7398
H 0.6900 -0.1443 -1.5789
H 2.8573 0.6273 -0.2959
*
```

## Properties
molecular weight = 103.16 g/mol
SMILES = CC(C)[C@H](N)CO
Kohn-Sham gap = 10.31 eV
max |F| = 0.970 eV/A